A molecular structure, C45H57AsCrF6N3O12S2Si, computed with wB97M-V/def2-TZVPD.

Calculated values
LUMO level (alpha / beta)   3.86 / 3.86 eV
F_max   2.56 eV/Å
Net charge   -2
Multiplicity   2
Energy relative to the best compared isomer or geometry (same formula, charge and spin)   0.0 kcal per mole
E_HOMO (alpha / beta)   -2.73 / -2.80 eV
Gap between HOMO and LUMO (alpha / beta)   0.2423 / 0.2449 Ha

Positions of all 128 atoms, in Å:
1 Cr 0.69 -1.34 -0.17
2 O 2.59 -1.87 -3.71
3 C 2.21 -1.67 -2.57
4 O 0.99 -1.56 -2.15
5 C 3.21 -1.58 -1.44
6 C 4.58 -1.64 -1.55
7 C 5.34 -1.64 -0.38
8 C 4.70 -1.58 0.85
9 C 3.33 -1.51 0.87
10 N 2.62 -1.49 -0.26
11 C 2.43 -1.57 2.09
12 O 2.90 -1.63 3.21
13 O 1.16 -1.57 1.78
14 H 5.03 -1.71 -2.53
15 H 6.42 -1.72 -0.43
16 H 5.23 -1.63 1.79
17 C -3.21 -0.69 -4.43
18 C -3.22 -1.67 -3.27
19 C -4.50 -2.51 -3.30
20 C -1.99 -2.57 -3.32
21 O -3.22 -0.87 -2.08
22 Si -2.80 -1.26 -0.53
23 O -1.25 -1.33 -0.29
24 O -3.60 -0.15 0.43
25 C -4.10 1.16 0.20
26 C -4.39 1.77 1.57
27 C -5.40 1.08 -0.61
28 C -3.07 2.03 -0.53
29 O -3.58 -2.69 -0.22
30 C -3.58 -3.55 0.91
31 C -4.79 -3.17 1.77
32 C -3.74 -4.97 0.38
33 C -2.29 -3.44 1.73
34 H -3.23 -1.23 -5.38
35 H -2.30 -0.08 -4.39
36 H -4.08 -0.03 -4.37
37 H -4.49 -3.20 -4.15
38 H -5.38 -1.85 -3.39
39 H -4.58 -3.07 -2.37
40 H -1.91 -3.05 -4.30
41 H -2.06 -3.35 -2.55
42 H -1.08 -1.99 -3.12
43 H -5.01 1.09 2.16
44 H -4.93 2.71 1.44
45 H -3.46 1.96 2.10
46 H -6.18 0.60 -0.01
47 H -5.22 0.49 -1.50
48 H -5.75 2.09 -0.90
49 H -2.10 1.90 -0.05
50 H -3.35 3.09 -0.48
51 H -3.00 1.72 -1.57
52 H -5.72 -3.39 1.23
53 H -4.76 -2.10 1.97
54 H -4.79 -3.72 2.72
55 H -4.61 -5.02 -0.28
56 H -3.87 -5.67 1.20
57 H -2.85 -5.25 -0.19
58 H -2.31 -2.56 2.37
59 H -1.44 -3.35 1.07
60 H -2.16 -4.33 2.35
61 C -2.93 4.21 5.07
62 C -1.84 3.59 4.23
63 C -0.62 4.22 4.04
64 C 0.40 3.66 3.28
65 C 1.72 4.40 3.34
66 C 0.18 2.45 2.57
67 As 1.64 1.50 1.50
68 N 0.90 0.70 -0.02
69 C 1.26 1.16 -1.32
70 C 0.27 1.18 -2.31
71 C 0.54 1.58 -3.61
72 C 1.82 1.99 -3.96
73 C 2.83 1.95 -3.01
74 C 2.55 1.53 -1.71
75 C 2.38 3.18 0.70
76 C 1.64 4.09 -0.07
77 C 0.15 3.97 -0.31
78 C 2.29 5.18 -0.66
79 C 3.64 5.41 -0.50
80 C 4.33 6.58 -1.14
81 C 4.36 4.51 0.29
82 C 3.76 3.41 0.88
83 C 4.63 2.47 1.68
84 C -1.04 1.78 2.82
85 C -1.32 0.41 2.28
86 C -2.02 2.36 3.63
87 H -2.53 5.00 5.71
88 H -3.40 3.46 5.71
89 H -3.71 4.65 4.44
90 H -0.44 5.17 4.53
91 H 1.77 4.97 4.27
92 H 1.85 5.09 2.51
93 H 2.56 3.71 3.33
94 H -0.71 0.80 -2.05
95 H -0.24 1.56 -4.35
96 H 2.04 2.31 -4.98
97 H 3.85 2.21 -3.27
98 H 3.37 1.46 -1.00
99 H -0.28 3.18 0.29
100 H -0.04 3.74 -1.36
101 H -0.35 4.91 -0.06
102 H 1.70 5.86 -1.28
103 H 3.61 7.23 -1.65
104 H 5.06 6.24 -1.88
105 H 4.86 7.18 -0.40
106 H 5.43 4.68 0.44
107 H 5.61 2.91 1.86
108 H 4.76 1.52 1.16
109 H 4.17 2.22 2.64
110 H -0.78 -0.34 2.87
111 H -1.00 0.29 1.26
112 H -2.39 0.19 2.33
113 H -2.94 1.81 3.80
114 F 0.61 -7.16 0.64
115 C 0.89 -5.91 1.02
116 F -0.24 -5.36 1.49
117 F 1.77 -5.95 2.02
118 S 1.50 -4.87 -0.43
119 O 0.71 -3.67 -0.25
120 O 1.25 -5.66 -1.60
121 N 3.03 -4.55 -0.14
122 S 4.16 -5.67 -0.20
123 O 3.67 -7.02 -0.12
124 O 5.28 -5.29 0.60
125 C 4.84 -5.56 -1.93
126 F 5.39 -6.74 -2.24
127 F 3.92 -5.27 -2.84
128 F 5.81 -4.63 -2.00

Results of the Löwdin charge analysis, in e, for atoms 1 through 8: Cr 0.83; O 0.07; C -0.55; O -0.10; C -0.16; C 0.01; C -0.03; C 0.01



3 unconnected molecules or ions with the total composition C6H10Cl2, computed with wB97M-V/def2-TZVPD.

Calculated values
LUMO level   0.81 eV
F_max   0.69 eV/Å
Energy relative to the best compared isomer or geometry (same formula, charge and spin)   50.4 kcal per mole
E_HOMO   -9.60 eV
Gap between HOMO and LUMO   0.3825 Ha

Positions of all 18 atoms, in Å:
1 C 1.00 -1.40 0.45
2 C 2.23 -1.19 0.01
3 C 3.34 -2.19 -0.01
4 Cl 2.69 0.38 -0.58
5 H 0.25 -0.63 0.45
6 H 0.72 -2.37 0.82
7 H 2.94 -3.20 0.01
8 H 3.98 -2.06 0.87
9 H 3.96 -2.06 -0.89
10 C -0.93 1.50 -0.58
11 C -2.04 1.10 -0.32
12 C -3.39 0.71 0.00
13 H 0.06 1.74 -0.82
14 H -4.09 1.35 -0.52
15 H -3.56 -0.33 -0.30
16 H -3.55 0.80 1.08
17 Cl -1.97 4.55 0.32
18 H -1.65 3.32 -0.01

Results of the natural (NBO) charge analysis, in e, for atoms 1 through 8: C -0.42; C 0.00; C -0.66; Cl -0.03; H 0.22; H 0.21; H 0.23; H 0.23



2 unconnected molecules or ions with the total composition C4H12N4, computed with wB97M-V/def2-TZVPD.

Calculated values
LUMO level   0.96 eV
F_max   5.46 eV/Å
Energy relative to the best compared isomer or geometry (same formula, charge and spin)   114.0 kcal per mole
E_HOMO   -7.50 eV
Gap between HOMO and LUMO   0.3108 Ha

Positions of all 20 atoms, in Å:
1 C -0.61 2.43 0.82
2 C -0.48 1.13 1.07
3 C 0.50 0.58 2.07
4 N -1.15 0.12 0.37
5 N -2.34 0.46 -0.36
6 H -1.33 2.83 0.13
7 H 0.03 3.14 1.32
8 H 1.09 -0.22 1.62
9 H 1.16 1.36 2.43
10 H -0.03 0.16 2.93
11 H -1.35 -0.70 0.94
12 H -2.10 1.27 -0.94
13 H -2.49 -0.31 -1.01
14 C 2.05 -2.55 -1.86
15 N 1.04 -1.89 -2.22
16 N 0.30 -1.01 -1.06
17 H 2.53 -3.22 -2.56
18 H 2.53 -2.44 -0.88
19 H -0.24 -0.92 -1.96
20 H 0.91 -0.21 -0.85

Results of the natural (NBO) charge analysis, in e, for atoms 1 through 8: C -0.55; C 0.18; C -0.65; N -0.42; N -0.66; H 0.19; H 0.20; H 0.22



A molecular structure, C17H36Cl30NO6PS2, computed with wB97M-V/def2-TZVPD.

Calculated values
LUMO level   0.01 eV
F_max   2.16 eV/Å
E_HOMO   -9.50 eV
Gap between HOMO and LUMO   0.3497 Ha

Positions of all 93 atoms, in Å:
1 N 2.35 -2.34 -0.29
2 P 0.87 -1.95 -0.30
3 O -0.09 -3.18 -0.56
4 O 0.30 -1.26 0.97
5 C 0.41 -0.75 -1.61
6 O 0.63 0.55 -1.11
7 S 0.80 1.55 -2.34
8 O 1.99 2.23 -2.12
9 O -0.38 2.28 -2.54
10 O 0.82 0.46 -3.52
11 C 1.10 -0.85 -2.92
12 S 2.86 -1.09 -2.89
13 H 2.81 -2.08 0.58
14 H -0.06 -3.44 -1.49
15 H 0.55 -1.78 1.75
16 H -0.65 -0.88 -1.77
17 H 0.58 -1.60 -3.49
18 H 3.05 -0.87 -4.18
19 C 3.83 -4.87 -2.14
20 Cl 2.17 -4.93 -2.71
21 Cl 4.97 -5.47 -3.36
22 H 4.07 -3.84 -1.90
23 H 3.92 -5.50 -1.26
24 C 4.17 0.70 2.10
25 Cl 4.25 1.55 3.63
26 Cl 4.05 -1.06 2.30
27 H 3.31 1.04 1.54
28 H 5.08 0.90 1.55
29 C -0.28 0.63 -6.99
30 Cl 1.12 -0.46 -6.89
31 Cl -0.82 0.85 -8.66
32 H -1.09 0.20 -6.42
33 H 0.01 1.59 -6.59
34 C 4.22 -6.93 -6.45
35 Cl 2.62 -7.45 -6.98
36 Cl 5.21 -6.36 -7.81
37 H 4.11 -6.12 -5.75
38 H 4.72 -7.77 -5.99
39 C -3.27 -1.47 2.44
40 Cl -1.81 -1.70 3.39
41 Cl -3.06 -1.95 0.74
42 H -4.06 -2.08 2.85
43 H -3.54 -0.42 2.47
44 C 2.49 5.36 -3.27
45 Cl 1.78 5.90 -4.80
46 Cl 3.91 6.33 -2.82
47 H 1.75 5.46 -2.50
48 H 2.79 4.33 -3.38
49 C -0.26 -4.84 5.22
50 Cl 0.96 -4.06 4.20
51 Cl -1.46 -5.72 4.27
52 H 0.25 -5.54 5.87
53 H -0.76 -4.07 5.79
54 C 3.49 2.58 -6.24
55 Cl 2.12 2.32 -5.14
56 Cl 4.98 1.90 -5.59
57 H 3.26 2.09 -7.18
58 H 3.62 3.65 -6.38
59 C 5.68 5.04 1.54
60 Cl 4.72 3.70 0.92
61 Cl 5.82 5.04 3.31
62 H 6.67 4.97 1.13
63 H 5.20 5.97 1.24
64 C -6.30 -3.95 0.33
65 Cl -6.70 -3.30 1.93
66 Cl -6.10 -5.70 0.35
67 H -7.11 -3.70 -0.35
68 H -5.37 -3.50 0.00
69 C -4.10 0.13 -11.53
70 Cl -2.41 0.60 -11.37
71 Cl -4.66 -0.84 -10.16
72 H -4.70 1.02 -11.59
73 H -4.21 -0.46 -12.43
74 C -3.96 -1.63 7.09
75 Cl -2.55 -2.66 7.38
76 Cl -4.37 -1.53 5.37
77 H -4.80 -2.03 7.64
78 H -3.72 -0.63 7.42
79 C -0.97 4.47 4.80
80 Cl -1.53 2.95 4.09
81 Cl -1.10 4.47 6.57
82 H 0.06 4.62 4.53
83 H -1.59 5.27 4.42
84 C -4.18 2.10 9.36
85 Cl -3.11 2.83 8.17
86 Cl -5.42 1.13 8.53
87 H -3.61 1.46 10.01
88 H -4.67 2.88 9.93
89 C -4.45 6.40 9.60
90 Cl -3.49 6.05 8.17
91 Cl -3.91 5.50 11.03
92 H -4.37 7.45 9.82
93 H -5.48 6.14 9.40

Results of the Löwdin charge analysis, in e, for atoms 1 through 8: N -0.16; P 0.43; O -0.13; O -0.14; C -0.40; O -0.16; S 0.49; O -0.24



Q: Among the records above, which one has the lowest F_max?
A: C6H10Cl2